This record from the Open Molecules 2025 dataset describes C27H57AlBBrCl3KN5O4 as an isolated structure at a distorted geometry. The level of theory is ωB97M-V/def2-TZVPD.

ORCA input file:
```
! wB97M-V def2-TZVPD RIJCOSX def2/J DEFGRID3
* xyz 0 2
C -1.51 6.45 3.85
C -1.81 5.56 2.66
C -2.46 4.24 3.10
C -3.82 3.94 2.45
C -4.87 3.40 3.43
C -5.81 2.32 2.83
C -5.75 0.95 3.54
C -5.41 -0.23 2.62
C -3.90 -0.51 2.62
C -3.14 0.56 1.81
C -2.07 0.06 0.87
C -2.76 -0.77 -0.25
C -3.26 -0.12 -1.56
N -3.76 1.22 -1.37
N -4.41 -0.97 -2.06
N -2.28 -0.19 -2.64
C -1.29 1.34 0.32
O -0.69 1.16 -0.76
O -1.36 2.35 1.00
N -1.14 -0.91 1.56
B -0.69 -0.67 2.93
C -0.22 -1.94 3.78
O -0.70 0.54 3.53
C -0.02 -1.14 0.70
Cl 1.50 -0.23 1.21
C 0.40 -2.57 0.44
C 1.40 -2.49 -0.72
H -1.21 5.85 4.71
H -2.36 7.07 4.12
H -0.58 7.19 3.69
H -2.44 6.10 1.96
H -0.87 5.36 2.16
H -2.58 4.24 4.19
H -1.76 3.44 2.85
H -4.18 4.87 2.00
H -3.67 3.22 1.65
H -5.47 4.24 3.78
H -4.37 2.99 4.31
H -6.83 2.69 2.96
H -5.65 2.25 1.76
H -5.03 0.96 4.35
H -6.71 0.78 4.01
H -5.74 0.01 1.61
H -5.95 -1.17 2.89
H -3.75 -1.52 2.24
H -3.60 -0.50 3.67
H -3.87 1.13 1.24
H -2.72 1.27 2.51
H -2.13 -1.58 -0.61
H -3.61 -1.27 0.20
H -3.96 1.63 -2.27
H -4.62 1.21 -0.84
H -5.16 -0.90 -1.38
H -4.14 -1.95 -2.04
H -2.60 -0.91 -3.28
H -2.18 0.68 -3.12
H 0.87 -1.78 4.11
H -0.27 -2.89 3.26
H -0.87 -2.01 4.64
H -0.24 0.54 4.38
H -0.26 -0.71 -0.27
H -0.50 -3.11 0.15
H 0.91 -3.04 1.28
H 1.34 -3.38 -1.34
H 1.19 -1.60 -1.31
H 2.40 -2.36 -0.33
C 5.52 -1.84 -5.72
C 4.65 -1.99 -4.45
C 4.65 -0.67 -3.67
C 5.97 -0.40 -2.96
C 6.37 -1.58 -2.08
C 6.38 -2.92 -2.82
N 5.11 -3.11 -3.59
O 4.15 -3.49 -2.80
C 7.60 -3.00 -3.75
C 6.54 -4.06 -1.81
C 3.25 -2.31 -4.93
H 4.93 -1.41 -6.53
H 6.37 -1.17 -5.58
H 5.89 -2.80 -6.06
H 3.85 -0.69 -2.92
H 4.41 0.14 -4.37
H 6.76 -0.18 -3.69
H 5.88 0.50 -2.32
H 7.36 -1.41 -1.65
H 5.67 -1.63 -1.24
H 7.55 -3.90 -4.37
H 8.50 -3.07 -3.14
H 7.72 -2.14 -4.39
H 5.78 -4.03 -1.04
H 7.52 -3.97 -1.34
H 6.49 -5.03 -2.31
H 3.22 -3.26 -5.48
H 2.88 -1.53 -5.60
H 2.59 -2.38 -4.08
Al 5.40 2.52 -3.18
Br 1.33 -1.79 5.91
Cl -8.05 -1.15 2.74
K 0.61 -2.82 -3.04
Cl 0.12 8.16 2.45
*
```

E_tot	-6459.172439	Eh
⟨S²⟩	1.761
E_HOMO (spin up / spin down)	-5.4 / -5.4	eV
gap between HOMO and LUMO (spin up / spin down)	0.1110 / 0.0867	Ha